Molecular formula: C10H25Li3NO7
Method: DFT, wB97M-V/def2-TZVPD

Geometry as XYZ:
```
46
Properties=species:S:1:pos:R:3:forces:R:3
Li 3.2178 3.6172 -1.7016 -1.854 -0.860 1.172
Li 1.1487 2.2467 -0.3356 -0.372 0.366 0.015
Li -0.4140 0.2009 -0.0254 0.384 1.387 0.331
O 1.0571 0.7971 1.1385 0.700 1.210 -0.312
C 2.4519 0.9531 1.3336 -0.729 -1.667 -0.595
C 3.1195 2.3556 1.4554 0.356 0.601 -0.231
O 2.9084 3.2902 0.4196 -0.481 -1.003 -0.625
H 2.9432 0.3983 0.5051 0.423 0.465 -0.323
H 2.7312 0.2679 2.1575 0.383 0.678 0.594
H 4.2106 2.2084 1.5687 0.040 -0.572 -0.006
H 2.8733 2.8013 2.4378 -0.372 -0.023 0.037
O 1.4132 2.8676 -2.2743 0.207 -0.960 0.468
C 0.0533 3.1657 -2.5281 0.826 2.816 0.190
C -1.1609 2.3136 -2.0905 0.701 -0.784 0.075
O -1.1867 1.9206 -0.7620 0.799 -0.352 -0.627
H -0.0526 3.5637 -3.5605 -0.309 -0.959 -0.409
H -0.0990 4.1569 -2.0399 -0.388 -0.190 0.510
H -1.2356 1.4664 -2.8109 0.161 -0.443 0.017
H -2.0275 2.9240 -2.3980 -0.168 0.358 0.153
C 1.9402 -0.7126 -1.9820 0.717 -0.016 -0.594
O 0.6261 -0.6599 -1.5161 -0.692 -0.306 0.608
C -0.1780 -1.6942 -2.0641 0.737 0.076 0.165
C -1.5277 -1.8260 -1.3595 -0.323 0.249 0.433
N -1.5172 -1.5488 0.0851 0.488 -0.519 1.046
C -0.9279 -2.5892 0.9827 0.443 1.385 -0.443
C -1.9561 -3.6393 1.3589 0.219 -0.937 -0.171
O -3.2048 -3.0710 1.7053 0.108 0.205 0.049
C -3.2004 -2.4446 2.9860 0.225 -0.881 -0.098
H 1.9558 -0.5814 -3.0710 0.009 -0.180 -0.039
H 2.4311 -1.6562 -1.7073 -0.182 -0.152 -0.094
H 2.5772 0.0743 -1.5863 -0.573 0.265 0.325
H 0.3771 -2.6404 -1.9970 0.032 -0.021 -0.033
H -0.3094 -1.4429 -3.1218 -0.315 -0.348 -0.085
H -1.9199 -2.8353 -1.5283 -0.058 0.033 -0.489
H -2.1880 -1.0709 -1.7863 -0.192 -0.151 -0.021
H -2.4602 -1.5224 0.4623 -0.232 0.643 -0.745
H -0.5988 -2.0968 1.9057 -0.122 0.218 -0.145
H 0.0199 -2.8759 0.5210 -0.241 -0.810 0.087
H -1.6125 -4.2543 2.2001 0.220 0.093 0.049
H -2.1498 -4.3515 0.5543 -0.135 0.196 -0.195
H -2.7101 -3.1166 3.7050 -0.038 0.074 0.032
H -4.2475 -2.3746 3.2673 0.059 0.496 0.070
H -2.6466 -1.5043 2.9955 -0.329 0.193 -0.047
O 0.2281 3.2629 2.9058 0.044 0.326 0.479
H 1.0402 3.3064 2.3843 -0.209 -0.093 -0.162
H 0.2077 2.3503 3.2109 0.033 -0.105 -0.417
```
Forces are in eV/Å.

For the HOMO energy, the calculation gives -3.5 eV. The energy above the lowest of the compared OMol25 structures with the same formula, charge and spin is 0.0 kJ/mol. The value obtained for the electronic energy is -1000.128751 a.u. The lowest unoccupied orbital energy is 2.11 eV. As for the total charge: -1. The value obtained for the gap between HOMO and LUMO is 5.600 eV.